{"formula": "C31H63Cl23N3O2", "method": "the ωB97M-V functional and the def2-TZVPD basis", "elements": ["C", "C", "C", "C", "C", "C", "O", "N", "C", "N", "N", "C", "C", "O", "Cl", "H", "H", "H", "H", "H", "H", "H", "H", "H", "H", "H", "H", "H", "H", "H", "H", "H", "H", "H", "Cl", "C", "C", "Cl", "H", "H", "H", "H", "Cl", "C", "C", "Cl", "H", "H", "H", "H", "Cl", "C", "C", "Cl", "H", "H", "H", "H", "Cl", "C", "C", "Cl", "H", "H", "H", "H", "Cl", "C", "C", "Cl", "H", "H", "H", "H", "Cl", "C", "C", "Cl", "H", "H", "H", "H", "Cl", "C", "C", "Cl", "H", "H", "H", "H", "Cl", "C", "C", "Cl", "H", "H", "H", "H", "Cl", "C", "C", "Cl", "H", "H", "H", "H", "Cl", "C", "C", "Cl", "H", "H", "H", "H", "Cl", "C", "C", "Cl", "H", "H", "H", "H"], "coordinates": [[1.5892, -2.0121, -2.0357], [1.5213, -0.8077, -1.0602], [1.1402, -1.3004, 0.3454], [0.5240, 0.2709, -1.5522], [0.8394, 0.7527, -2.9755], [-0.8820, -0.2330, -1.3850], [-1.8940, 0.6943, -1.9614], [-3.0015, -0.0732, -2.1158], [-4.0578, 0.0321, -1.3908], [-4.0693, 0.9126, -0.4030], [-5.1890, -0.7597, -1.5851], [-5.5762, -0.8942, -2.9975], [-5.1007, -2.2714, -3.4915], [-5.6759, -3.2139, -3.2088], [-3.6515, -2.3570, -4.5103], [2.5047, -2.0296, -2.6212], [1.5504, -2.9168, -1.4305], [0.7379, -2.0352, -2.7207], [2.4958, -0.3286, -0.9941], [0.7368, -0.4988, 0.9506], [1.9405, -1.8355, 0.8377], [0.3215, -2.0194, 0.2099], [0.6619, 1.1357, -0.8983], [1.5356, 0.0978, -3.4923], [1.2999, 1.7378, -2.9642], [-0.0545, 0.8093, -3.5972], [-1.1874, -0.3568, -0.3350], [-0.9887, -1.1752, -1.9245], [-2.9687, -0.7705, -2.8609], [-3.7476, 1.8416, -0.6755], [-4.9716, 0.9284, 0.0512], [-5.1117, -1.6546, -1.1135], [-5.1700, -0.1247, -3.6449], [-6.6566, -0.9196, -3.0659], [-1.0506, 1.2082, 1.5347], [-1.8548, 1.1397, 3.1279], [-0.8747, 0.9648, 4.2611], [-0.0931, -0.6340, 4.2395], [-2.5794, 0.3292, 3.0942], [-2.3955, 2.0771, 3.2540], [-1.4000, 1.0539, 5.2111], [-0.0897, 1.7157, 4.2338], [-0.4469, -2.8341, -5.6027], [-0.5929, -4.6156, -5.5376], [0.0294, -5.1859, -4.2875], [1.8025, -5.0120, -4.2894], [-0.1305, -5.0188, -6.4350], [-1.6561, -4.8529, -5.5651], [-0.1847, -6.2524, -4.2214], [-0.3595, -4.7056, -3.3897], [3.9890, 3.1028, 0.9284], [3.4499, 3.0513, 2.6321], [4.4013, 2.2780, 3.5103], [4.3945, 0.5293, 3.1561], [2.4465, 2.6302, 2.6548], [3.4013, 4.0809, 2.9815], [4.1059, 2.3887, 4.5528], [5.4218, 2.6377, 3.4014], [1.4699, 0.6381, -6.3429], [2.2990, -0.7990, -6.9994], [3.0669, -1.5423, -5.9360], [4.4749, -0.6192, -5.3520], [2.9461, -0.4718, -7.8093], [1.5303, -1.4480, -7.4158], [3.4464, -2.4778, -6.3437], [2.4378, -1.7732, -5.0790], [1.7625, 5.4063, 4.0318], [1.2074, 5.3612, 5.7363], [2.0914, 4.5063, 6.6037], [1.9383, 2.7804, 6.1796], [0.1824, 4.9989, 5.7428], [1.2104, 6.3897, 6.0935], [1.7961, 4.6076, 7.6474], [3.1349, 4.7857, 6.5176], [-4.9726, 4.1886, -1.2168], [-3.6605, 5.2179, -1.8623], [-2.4952, 4.3972, -2.3454], [-1.6366, 3.6060, -1.0001], [-3.3644, 5.9152, -1.0831], [-4.0816, 5.7864, -2.6895], [-1.7739, 5.0368, -2.8510], [-2.8135, 3.6254, -3.0436], [2.3962, -0.9990, 6.1790], [3.8044, -0.9660, 7.2784], [3.4072, -0.6421, 8.6993], [2.8577, 1.0410, 8.9003], [4.5264, -0.2533, 6.8856], [4.2510, -1.9589, 7.2464], [4.2611, -0.7714, 9.3627], [2.6084, -1.2967, 9.0389], [4.7746, 5.4262, 4.8863], [6.2885, 5.9887, 5.6449], [7.1121, 4.8405, 6.1684], [6.3352, 4.0475, 7.5635], [6.0284, 6.6878, 6.4357], [6.8470, 6.5282, 4.8817], [8.0806, 5.2054, 6.5063], [7.2781, 4.0870, 5.4023], [2.6194, -4.0928, 2.0934], [4.3617, -4.2292, 1.7431], [4.7262, -3.6002, 0.4221], [4.0702, -4.5152, -0.9607], [4.6291, -5.2826, 1.7718], [4.8874, -3.7199, 2.5496], [5.8089, -3.5867, 0.3082], [4.3615, -2.5769, 0.3533], [-10.4350, 0.3829, -6.8321], [-9.1275, -0.8088, -6.6564], [-8.3116, -0.5706, -5.4114], [-7.3458, 0.9298, -5.5182], [-8.5104, -0.7688, -7.5506], [-9.5953, -1.7908, -6.6051], [-7.6101, -1.3933, -5.2704], [-8.9435, -0.5020, -4.5284], [-2.6900, -5.4559, 1.2593], [-3.6799, -4.6870, 0.0018], [-3.0897, -4.8607, -1.3749], [-1.5722, -3.9396, -1.5720], [-3.7889, -3.6328, 0.2591], [-4.6635, -5.1546, 0.0396], [-3.7863, -4.4927, -2.1262], [-2.8786, -5.9054, -1.5898]], "forces_ev_per_angstrom": [[-0.017, 0.223, 0.544], [-0.352, -0.297, -0.001], [-0.641, -0.140, -0.832], [0.513, 0.753, 0.120], [-0.106, -0.155, -0.113], [-0.178, -0.178, 0.235], [0.142, -0.344, 0.121], [0.133, -0.731, -1.524], [0.097, 0.361, 1.054], [-0.922, 0.701, 0.082], [0.336, 0.075, -0.584], [0.537, -0.880, -0.368], [1.182, 3.737, -1.162], [-2.119, -4.258, 1.212], [0.229, 0.283, 0.025], [0.027, -0.029, -0.089], [0.149, -0.221, -0.225], [0.061, -0.013, -0.096], [0.105, 0.133, -0.156], [0.366, 0.086, 0.357], [0.163, 0.118, 0.119], [0.038, -0.084, 0.269], [-0.148, -0.004, 0.205], [0.025, -0.125, 0.031], [-0.031, 0.080, 0.026], [0.006, 0.078, -0.041], [0.257, -0.148, -0.499], [-0.107, -0.075, -0.030], [0.221, 0.125, -0.019], [0.682, 0.011, 0.639], [-0.005, 0.230, 0.088], [-0.203, -0.003, 0.107], [-0.098, 0.376, 0.292], [-0.146, 0.103, -0.032], [-0.097, 0.280, 0.264], [-0.167, 0.084, 0.180], [0.028, 0.001, 0.055], [-0.173, 0.006, -0.224], [0.091, -0.068, -0.009], [0.080, 0.040, -0.025], [-0.033, -0.022, -0.025], [0.034, 0.026, -0.050], [0.004, 0.068, 0.005], [-0.050, -0.212, 0.012], [-0.006, -0.028, 0.072], [0.017, 0.063, 0.013], [0.062, 0.080, 0.006], [-0.007, 0.058, 0.061], [0.004, -0.002, -0.106], [0.238, -0.090, -0.364], [-0.032, -0.069, -0.035], [0.124, -0.012, 0.065], [0.023, 0.099, 0.090], [-0.016, -0.080, -0.050], [0.054, -0.041, -0.023], [0.169, -0.310, -0.190], [-0.056, -0.006, -0.069], [-0.010, -0.036, -0.100], [-0.028, 0.027, -0.096], [0.010, -0.141, -0.123], [-0.027, -0.097, -0.003], [-0.021, 0.034, 0.060], [0.043, 0.080, 0.075], [-0.018, -0.007, 0.079], [-0.005, 0.015, -0.040], [-0.011, 0.029, -0.003], [-0.652, 0.185, 0.221], [-0.067, 0.192, 0.072], [-0.108, 0.002, 0.168], [-0.018, 0.025, -0.146], [0.020, -0.035, -0.095], [0.084, -0.003, -0.003], [-0.117, -0.024, -0.032], [-0.051, -0.105, 0.005], [-0.026, -0.062, 0.038], [0.084, 0.191, -0.124], [0.127, 0.020, -0.139], [-0.067, 0.065, 0.103], [-0.029, -0.096, 0.084], [-0.047, -0.079, -0.020], [-0.027, 0.055, 0.043], [-0.003, -0.026, 0.037], [0.215, 0.110, 0.171], [0.009, -0.063, 0.008], [0.099, -0.140, 0.084], [0.014, -0.091, 0.068], [-0.093, 0.072, -0.010], [-0.033, -0.006, 0.047], [0.045, 0.004, -0.070], [-0.052, 0.050, -0.037], [0.415, 0.269, -0.046], [0.194, 0.048, -0.038], [0.132, 0.019, 0.013], [-0.065, -0.045, -0.041], [-0.071, -0.068, 0.027], [-0.001, -0.066, -0.039], [-0.033, 0.043, 0.031], [-0.072, -0.017, 0.011], [-0.008, -0.128, 0.051], [0.125, 0.009, 0.089], [0.097, 0.073, 0.015], [-0.030, 0.000, -0.014], [-0.071, -0.010, -0.066], [-0.023, 0.064, -0.037], [-0.005, -0.047, 0.022], [-0.057, -0.044, -0.005], [0.036, 0.023, 0.006], [-0.072, -0.082, -0.082], [0.017, -0.126, 0.056], [0.022, -0.018, 0.063], [0.017, 0.069, 0.022], [0.013, 0.002, 0.070], [-0.003, -0.018, -0.111], [-0.042, 0.103, -0.050], [0.033, 0.069, -0.002], [-0.099, -0.063, 0.065], [-0.166, -0.043, -0.095], [-0.190, 0.223, 0.341], [0.087, -0.021, 0.004], [0.025, -0.021, -0.068], [-0.009, 0.003, 0.002], [0.083, 0.007, 0.081]], "e_lumo_ev": -2.57, "total_charge": 1, "spin_multiplicity": 1, "orbital_gap_ev": 9.04, "e_tot_ev": -329745.599, "fmax_ev_per_a": 4.91}

***

{"formula": "C31H63CrO22", "method": "the ωB97M-V functional and the def2-TZVPD basis", "elements": ["Cr", "C", "C", "C", "O", "H", "H", "H", "H", "H", "H", "H", "C", "C", "O", "C", "O", "O", "C", "H", "H", "H", "H", "H", "H", "H", "H", "C", "C", "O", "C", "O", "O", "C", "H", "H", "H", "H", "H", "H", "H", "H", "C", "C", "O", "C", "O", "O", "C", "H", "H", "H", "H", "H", "H", "H", "H", "C", "C", "O", "C", "O", "O", "C", "H", "H", "H", "H", "H", "H", "H", "H", "C", "C", "O", "C", "O", "O", "C", "H", "H", "H", "H", "H", "H", "H", "H", "C", "C", "O", "C", "O", "O", "C", "H", "H", "H", "H", "H", "H", "H", "H", "C", "C", "O", "C", "O", "O", "C", "H", "H", "H", "H", "H", "H", "H", "H"], "coordinates": [[22.2868, -9.9358, -28.8960], [20.6048, -11.2300, -24.7322], [21.4779, -10.1213, -25.2898], [22.5215, -9.6985, -24.2869], [22.0154, -10.1457, -26.6426], [20.0495, -10.9010, -23.8539], [21.2870, -12.0458, -24.4930], [19.8780, -11.5688, -25.4705], [20.7710, -9.3086, -25.4569], [22.2559, -9.3350, -23.2943], [22.8468, -8.7783, -24.7723], [23.3666, -10.3836, -24.2190], [27.1659, -10.1404, -25.2113], [25.9275, -9.9611, -26.1207], [26.4556, -10.1828, -27.4060], [25.8237, -10.1660, -28.6080], [24.5934, -10.0723, -28.7813], [26.8161, -10.0620, -29.5360], [26.5569, -10.5053, -30.8857], [27.0018, -10.1404, -24.1338], [27.8808, -9.3244, -25.3176], [27.6136, -11.0864, -25.5159], [25.6582, -8.9337, -25.8757], [25.0502, -10.5131, -25.7832], [26.3650, -11.5753, -30.8057], [27.4004, -10.2537, -31.5286], [25.7394, -9.9842, -31.3840], [18.7661, -8.1701, -22.9932], [17.2615, -8.3777, -22.8775], [16.7365, -8.4420, -24.1619], [15.4646, -8.6990, -24.3658], [14.5769, -8.9437, -23.5574], [15.2822, -8.7264, -25.7748], [14.0507, -9.0373, -26.3601], [19.1940, -7.1866, -23.1871], [19.2171, -8.7133, -23.8237], [19.1463, -8.6270, -22.0796], [16.8119, -7.5331, -22.3554], [17.1119, -9.2333, -22.2190], [13.9398, -8.2265, -27.0800], [13.1279, -8.9804, -25.7827], [14.0891, -10.0064, -26.8576], [24.5661, -13.5457, -32.3900], [23.5871, -12.8764, -31.4909], [23.0469, -13.7487, -30.5634], [22.2824, -13.3080, -29.4369], [22.0925, -12.1111, -29.1400], [21.9928, -14.4265, -28.6915], [21.0968, -14.4325, -27.5618], [24.8882, -13.0618, -33.3121], [24.3170, -14.6037, -32.4710], [25.4585, -13.4670, -31.7691], [22.7345, -12.4037, -31.9785], [24.0357, -12.0676, -30.9141], [20.4010, -15.2289, -27.8257], [20.5449, -13.5334, -27.2876], [21.6364, -14.8202, -26.6978], [25.4216, -6.7043, -24.3941], [24.1725, -5.8120, -24.4182], [23.6799, -5.5790, -23.0558], [22.4314, -5.3250, -22.8749], [21.6358, -5.0020, -23.7759], [22.2725, -5.2078, -21.5972], [20.9534, -5.0737, -21.0441], [25.2561, -7.6793, -23.9357], [26.1246, -6.2384, -23.7035], [25.9051, -6.7790, -25.3681], [23.3910, -6.2414, -25.0450], [24.4261, -4.9088, -24.9731], [20.6785, -4.0203, -20.9894], [20.9992, -5.6062, -20.0942], [20.1693, -5.4050, -21.7249], [25.9524, -5.6901, -28.3202], [24.7531, -6.5041, -28.6443], [23.5522, -5.9198, -28.0028], [22.3982, -6.6978, -27.8627], [22.1200, -7.7721, -28.4302], [21.5627, -6.1084, -26.9802], [20.2979, -6.6913, -26.6480], [26.7207, -6.3185, -27.8694], [25.9076, -4.9778, -27.4964], [26.4267, -5.2058, -29.1737], [24.7685, -7.5046, -28.2120], [24.6936, -6.5436, -29.7319], [20.1799, -6.3620, -25.6156], [20.4455, -7.7710, -26.6678], [19.4636, -6.3606, -27.2666], [17.1567, -5.3098, -19.1581], [17.2879, -6.8358, -19.2218], [18.7140, -7.1555, -19.5515], [19.2474, -8.4223, -19.3342], [18.6155, -9.4299, -19.0066], [20.5065, -8.3721, -19.7305], [21.1741, -9.5571, -20.0232], [17.6878, -4.8140, -18.3455], [16.1044, -5.0343, -19.0880], [17.5978, -4.8733, -20.0542], [16.6542, -7.3256, -19.9612], [16.9563, -7.1581, -18.2347], [21.1500, -10.2743, -19.2028], [22.2264, -9.3912, -20.2540], [20.7670, -9.9440, -20.9574], [28.0807, -16.9553, -26.3854], [27.7000, -15.9412, -27.3902], [27.1229, -14.7875, -26.7877], [25.8228, -14.4370, -27.1276], [25.2495, -14.7917, -28.1718], [25.3540, -13.4333, -26.2988], [23.9713, -13.0975, -26.1923], [28.6870, -17.6509, -26.9656], [27.1869, -17.4764, -26.0423], [28.6737, -16.4759, -25.6065], [27.0909, -16.5382, -28.0688], [28.6264, -15.6443, -27.8819], [23.6315, -12.6663, -27.1340], [23.7825, -12.3237, -25.4483], [23.3869, -13.9846, -25.9482]], "forces_ev_per_angstrom": [[0.176, -0.254, 4.006], [0.707, -0.833, -1.110], [-1.779, 1.415, -1.445], [0.860, 1.380, -0.987], [0.784, -1.281, -0.781], [0.274, 0.038, 0.066], [-0.320, -0.472, 0.325], [-0.031, -0.081, -0.049], [-0.214, 0.538, 0.995], [-0.688, -0.615, 0.076], [0.885, 0.146, 0.117], [-0.039, -0.137, 0.045], [-0.070, -0.624, -0.198], [0.353, 1.124, 2.826], [-0.706, -0.269, -2.889], [0.271, 1.494, 1.209], [1.767, -0.580, -0.315], [-1.464, -0.295, 0.708], [-0.427, 0.014, -0.054], [-0.676, -0.301, -0.094], [0.003, -0.046, -0.597], [0.332, 0.044, 0.333], [-0.366, 0.382, -1.216], [0.229, -0.664, -0.781], [0.125, 0.054, -0.507], [0.375, -0.323, 0.641], [-0.438, -0.008, 0.517], [0.477, -0.638, -0.096], [0.987, 1.230, 1.342], [-0.380, -0.302, -1.472], [-2.880, -1.304, -1.133], [1.989, 0.727, -1.360], [1.531, 0.210, 3.187], [-1.013, 0.643, -0.847], [-0.625, 0.414, 0.597], [-0.403, -0.619, -0.045], [0.560, 0.464, 0.003], [-0.102, 0.102, 0.060], [-0.507, -0.436, -0.619], [-0.192, -0.346, -0.491], [0.493, -0.128, 0.821], [0.129, 0.039, 0.037], [1.320, -0.495, 1.253], [-1.483, 3.063, -0.274], [-2.723, -1.416, 4.203], [2.242, -1.260, -0.534], [-0.080, -1.548, -0.735], [0.614, 3.151, -2.193], [-0.516, -0.997, 0.230], [-0.892, 0.033, -0.087], [0.057, 0.135, -0.477], [0.514, -0.756, -0.197], [-0.038, 0.020, -0.614], [0.422, 0.265, -0.146], [-0.251, 0.227, 0.061], [0.476, 0.303, -0.517], [0.217, 0.325, -0.164], [-0.238, 0.635, 1.356], [-0.102, -0.637, -0.594], [3.196, -1.352, -1.885], [-2.242, 2.724, -2.623], [0.793, -1.402, 1.661], [-0.936, -0.480, 1.578], [-0.367, 0.519, -0.544], [-0.317, -0.167, -0.365], [0.280, 0.155, -0.153], [-0.236, -0.001, -0.031], [-0.273, -0.202, 0.419], [-0.095, 0.545, 0.703], [0.514, 0.184, 0.654], [-0.392, 0.268, -0.213], [0.310, -0.866, 0.033], [1.751, 0.320, 1.081], [-1.250, -0.497, 0.496], [-2.347, -1.486, -0.060], [0.049, 0.779, 0.560], [1.047, 0.689, -0.103], [2.300, 0.145, -2.121], [0.369, -0.789, 0.774], [0.186, -0.509, -0.410], [-0.921, 0.340, -0.250], [-0.331, 0.058, 0.021], [0.419, -0.088, -0.316], [-0.751, -0.164, 0.060], [-0.307, -0.042, -0.109], [-0.447, 0.004, -0.088], [0.371, 0.106, -0.197], [0.469, -0.159, -0.963], [0.815, 0.279, 0.657], [-0.206, -1.020, 1.080], [-3.048, -0.683, -0.484], [1.471, 2.320, -0.456], [0.257, 1.595, 0.428], [0.567, -1.407, -0.479], [0.000, -0.548, 0.301], [0.016, -0.047, -0.099], [-0.296, 0.096, -0.244], [0.091, 0.237, -0.091], [0.591, -0.788, -0.026], [-0.374, -0.053, -0.151], [-0.076, 0.723, 0.296], [-0.261, -0.518, 0.195], [0.245, -0.140, 0.482], [0.515, -0.631, -0.885], [-3.011, 0.986, 0.184], [-0.254, 0.672, -2.436], [1.098, 0.517, 3.055], [1.817, -1.313, 0.294], [-0.385, -0.398, -1.129], [0.163, -0.299, 0.401], [0.239, 0.002, 0.492], [-0.094, -0.479, 0.288], [-0.553, 1.147, -0.503], [-0.292, 0.464, -0.298], [-0.136, -0.127, -0.044], [0.666, -0.234, 0.161], [0.069, 0.069, 0.003]], "e_lumo_ev": [-4.25, -3.58], "total_charge": 1, "spin_multiplicity": 5, "orbital_gap_ev": [6.42, 7.16], "e_tot_ev": -106624.661, "fmax_ev_per_a": 5.20}